Formula: C5H8O
Source: the Open Molecules 2025 dataset
Level of theory: ωB97M-V/def2-TZVPD

Results
Molar mass = 84.12 g/mol
ΔE to the lowest compared entry with this formula, charge and spin = 46.16 kcal/mol
E_tot = -7360.25345 eV
Multiplicity = 1
E_HOMO = -9.5 eV

CARTESIAN COORDINATES (ANGSTROEM)
C (-0.8041, 1.0485, -0.4016)
C (-0.2417, 0.2616, 0.8113)
C (1.2329, 0.1765, 0.3693)
C (0.6270, -0.7607, -0.6797)
O (0.8559, -0.9844, -1.8442)
C (-0.4839, -1.1704, 0.2937)
H (-0.3724, 0.5500, -1.3979)
H (-1.8928, 0.9673, -0.4509)
H (-0.4603, 2.0858, -0.3887)
H (-0.5008, 0.5354, 1.8507)
H (1.9084, -0.4055, 1.0005)
H (1.7193, 1.0960, 0.0328)
H (-0.1139, -1.9924, 0.9110)
H (-1.4735, -1.4077, -0.1062)